Record 1
Density functional theory data (wB97M-V/def2-TZVPD) for C4H6N2O in the gas phase in a non-equilibrium geometry.

The geometry in ORCA input format:
```
! RIJCOSX wB97M-V def2-TZVPD def2/J DEFGRID3
* xyz 0 1
C 2.14 -0.28 0.27
C 0.71 -0.15 -0.13
N 0.13 -0.65 -1.16
C -1.24 -0.42 -0.96
C -1.43 0.26 0.19
O -2.54 0.68 0.83
N -0.17 0.52 0.77
H 2.78 -0.28 -0.61
H 2.23 -1.24 0.79
H 2.46 0.49 0.98
H -1.97 -0.77 -1.67
H -3.30 0.44 0.28
H 0.22 1.41 0.41
*
```

Summary:
- Frontier orbital gap: 9.06 eV
- Electronic energy: -340.736383 Eh
- LUMO level: 0.025 hartree
- Energy above the lowest of the compared OMol25 structures with the same formula, charge and spin: 36.7 kcal per mole
- Largest force on an atom: 1.7 eV/Å

Record 2
Density functional theory data (wB97M-V/def2-TZVPD) for 5 unconnected molecules or ions with the total composition C24H60BN2O12P2S in a non-equilibrium geometry.

The geometry in ORCA input format:
```
! RIJCOSX wB97M-V def2-TZVPD def2/J DEFGRID3
* xyz 1 1
C 1.88 -4.17 1.39
O 2.31 -2.90 0.87
B 2.38 -1.86 1.76
O 3.05 -2.00 2.94
C 1.72 -0.47 1.32
C 2.77 0.65 1.03
C 4.22 0.33 1.32
O 5.07 0.51 0.46
N 1.06 -0.73 -0.05
C -0.21 -1.49 0.00
P -0.79 -1.71 -1.73
S -0.77 -0.07 -2.76
C -1.16 -0.67 0.87
N -0.64 -0.67 2.23
C 0.61 0.10 2.25
P 0.91 0.39 4.09
C 2.65 0.83 4.39
O 0.83 -1.14 4.69
H 2.66 -4.91 1.24
H 1.64 -4.12 2.44
H 1.00 -4.50 0.83
H 3.86 -2.50 2.82
H 2.47 1.53 1.59
H 2.75 0.93 -0.02
H 4.52 -0.02 2.32
H 1.73 -1.15 -0.70
H 0.82 0.18 -0.47
H -0.10 -2.47 0.44
H 0.08 -2.69 -2.26
H -2.03 -2.35 -1.63
H -1.19 0.35 0.49
H -2.18 -1.05 0.81
H -0.40 -1.62 2.48
H 0.35 1.09 1.85
H 3.03 1.57 3.69
H 2.66 1.28 5.37
H 3.33 -0.02 4.42
H -0.03 -1.22 5.10
C 6.87 4.61 -2.39
O 7.74 5.01 -1.35
C 7.24 6.09 -0.58
C 6.69 5.62 0.74
O 5.52 4.83 0.57
C 5.76 3.44 0.71
H 7.26 3.68 -2.81
H 5.86 4.44 -2.03
H 6.85 5.37 -3.18
H 6.48 6.64 -1.14
H 8.08 6.77 -0.39
H 6.40 6.49 1.34
H 7.45 5.07 1.29
H 5.98 3.19 1.75
H 6.59 3.11 0.08
H 4.86 2.93 0.39
C -0.36 -7.47 -5.19
O 0.86 -7.06 -4.59
C 0.75 -5.90 -3.80
C 0.73 -6.24 -2.32
O -0.45 -6.94 -1.96
C -0.25 -8.33 -1.79
H -0.19 -8.44 -5.64
H -1.16 -7.55 -4.45
H -0.66 -6.77 -5.98
H -0.15 -5.33 -4.07
H 1.62 -5.28 -4.00
H 0.74 -5.31 -1.74
H 1.62 -6.82 -2.05
H 0.34 -8.54 -0.89
H 0.25 -8.77 -2.66
H -1.23 -8.79 -1.68
C -4.26 5.40 0.94
O -4.48 4.89 2.24
C -4.54 3.48 2.29
C -3.25 2.89 2.82
O -2.16 3.11 1.93
C -1.33 4.17 2.38
H -4.07 6.47 1.04
H -3.41 4.93 0.45
H -5.16 5.26 0.32
H -4.77 3.06 1.30
H -5.36 3.21 2.97
H -3.38 1.80 2.93
H -3.03 3.30 3.80
H -0.79 3.86 3.28
H -1.91 5.07 2.61
H -0.62 4.41 1.60
C -6.96 1.05 0.07
O -5.91 1.32 -0.84
C -5.34 0.15 -1.39
C -5.82 -0.11 -2.80
O -7.20 -0.43 -2.83
C -8.03 0.64 -3.25
H -7.44 1.99 0.31
H -7.70 0.37 -0.36
H -6.56 0.61 0.99
H -5.55 -0.72 -0.75
H -4.25 0.29 -1.41
H -5.28 -0.97 -3.21
H -5.61 0.76 -3.43
H -7.89 0.83 -4.32
H -7.82 1.55 -2.68
H -9.06 0.34 -3.07
*
```

Summary:
- Frontier orbital gap: 8.22 eV
- Electronic energy: -3068.233590 Eh
- LUMO level: -0.095 hartree
- Largest force on an atom: 2.2 eV/Å

Record 3
Density functional theory data (wB97M-V/def2-TZVPD) for a molecular structure, CH5NOP in a non-equilibrium geometry.

The geometry in ORCA input format:
```
! RIJCOSX wB97M-V def2-TZVPD def2/J DEFGRID3
* xyz -1 1
C -1.11 -1.06 -0.11
N 1.96 0.99 1.19
O 1.92 1.76 -0.04
P 0.74 0.53 0.20
H -1.19 -1.35 -1.06
H -1.07 -1.94 0.51
H -1.90 -0.52 0.14
H 0.91 0.12 -1.12
H -0.26 1.47 0.29
*
```

Summary:
- Frontier orbital gap: 7.02 eV
- Electronic energy: -512.261897 Eh
- LUMO level: 0.174 hartree
- Energy above the lowest of the compared OMol25 structures with the same formula, charge and spin: 127.5 kcal per mole
- Largest force on an atom: 5.8 eV/Å

Q: The lowest frontier orbital gap belongs to which entry?
A: CH5NOP

Q: Look up the LUMO level of the second one.
A: -0.095 hartree